DFT (wB97M-V/def2-TZVPD) results for C19H36BBiFN16OSbSe4Si as an isolated structure at a distorted geometry.

Each line ends with the Mulliken charge.
Cartesian coordinates (Å):
Bi -0.291 0.748 0.409  2.483
C 2.193 1.541 5.181  -1.343
Si 1.052 0.120 4.600  0.462
C -0.695 0.859 4.563  -1.041
C 1.076 -1.144 6.035  -1.253
N 1.321 -0.733 3.142  0.306
C 2.485 -1.170 2.622  -0.027
C 3.738 -0.648 3.034  -0.107
C 4.920 -0.932 2.393  -0.739
C 4.951 -1.787 1.303  -0.967
C 3.773 -2.396 0.918  -0.033
C 2.575 -2.126 1.563  -0.328
F 1.727 0.195 -0.052  -0.715
H 1.688 2.178 5.909  0.385
H 2.493 2.171 4.343  0.260
H 3.098 1.157 5.653  0.401
H -1.126 0.869 5.566  0.422
H -1.378 0.291 3.936  0.237
H -0.705 1.893 4.215  0.218
H 1.098 -0.650 7.008  0.328
H 1.950 -1.794 5.966  0.337
H 0.189 -1.777 6.004  0.292
H 3.734 0.022 3.883  0.232
H 5.838 -0.466 2.737  0.391
H 5.870 -1.981 0.768  0.343
H 3.770 -3.099 0.093  0.310
N 1.032 -2.482 -1.250  0.237
C -0.064 -1.781 -1.819  -0.218
N -0.632 -2.219 -2.945  -0.518
N -1.598 -1.376 -3.223  -0.535
N -1.632 -0.457 -2.328  -0.021
N -0.681 -0.664 -1.401  0.131
C 0.856 -3.190 -0.044  -0.220
N 0.092 -4.254 0.084  -0.230
N 0.235 -4.671 1.345  -0.831
N 1.060 -3.930 1.985  -0.226
N 1.483 -2.969 1.153  1.285
H 1.314 -3.130 -1.977  0.398
C 2.809 5.003 0.710  -1.222
N 1.961 4.002 1.331  0.465
C 2.574 2.693 1.422  -0.782
C 0.613 4.130 1.371  -0.008
N -0.172 3.104 1.466  0.080
N 0.147 5.448 1.346  0.120
C -1.220 5.662 0.910  -1.092
C 0.526 6.286 2.467  -1.181
H 3.275 4.576 -0.182  0.349
H 3.598 5.307 1.407  0.286
H 2.221 5.867 0.419  0.398
H 3.555 2.800 1.889  0.525
H 2.703 2.234 0.441  0.265
H 1.960 2.039 2.034  -0.348
H -1.127 3.404 1.641  0.000
H -1.436 5.069 0.024  0.291
H -1.330 6.716 0.647  0.298
H -1.975 5.427 1.672  0.433
H 1.520 6.019 2.817  0.381
H -0.180 6.180 3.303  0.346
H 0.527 7.333 2.156  0.309
Se -5.616 -0.531 -1.527  -0.607
Sb -3.675 0.804 -1.987  0.953
Se -4.210 3.531 0.015  -0.604
Se -3.675 1.970 -4.072  -0.597
Se -2.588 1.856 0.031  -0.272
B 2.176 3.440 -2.648  0.325
C 1.046 2.700 -1.897  0.130
N 0.275 2.120 -1.257  -0.754
H 2.205 3.086 -3.796  -0.163
H 3.177 3.084 -2.054  -0.127
H 2.008 4.632 -2.542  -0.194
C -3.479 -3.407 -0.837  -0.540
N -3.172 -3.226 0.566  -0.174
C -2.558 -2.124 1.065  0.131
N -2.143 -2.217 2.347  -0.405
O -2.436 -1.080 0.399  -0.082
H -4.238 -4.183 -0.925  0.338
H -2.592 -3.696 -1.409  0.262
H -3.878 -2.480 -1.242  -0.122
H -3.077 -4.068 1.108  0.226
H -2.131 -3.125 2.780  0.235
H -1.377 -1.594 2.648  0.025

Output
DFT total energy	-12171.8709	a.u.
energy relative to the best compared isomer or geometry (same formula, charge and spin)	227.3	kJ/mol
gap between HOMO and LUMO	6.197	eV
F_max	0.0689	Eh/bohr
charge	-2

DFT (wB97M-V/def2-TZVPD) results for a 5-piece molecular cluster, C19H36Br9NO4P overall at a distorted geometry.

Each line ends with the natural charge from an NBO analysis.
Cartesian coordinates (Å):
C 3.661 -3.639 2.921  -0.666
C 2.492 -2.445 2.861  -0.115
O 3.064 -1.282 3.555  -0.778
P 2.853 0.199 2.664  2.196
O 3.520 1.356 3.567  -1.101
C 0.978 0.703 2.545  -0.739
C 0.326 -0.041 1.244  -0.481
C -0.867 -1.116 1.561  -0.248
C -0.766 -2.452 0.559  -0.465
C -0.401 -2.078 -0.993  -0.430
C 1.178 -2.564 -1.252  -0.452
Br 1.457 -3.406 -3.054  -0.074
N -0.732 -1.735 2.958  -0.599
C -1.964 -2.236 3.314  0.818
O -3.013 -3.055 3.606  -0.625
O 3.671 0.262 1.128  -0.783
C 4.773 -0.707 1.035  -0.091
C 5.567 -0.397 -0.405  -0.646
H 4.539 -3.226 3.613  0.227
H 4.133 -3.847 1.858  0.203
H 3.272 -4.621 3.456  0.217
H 1.583 -2.890 3.483  0.230
H 2.199 -2.218 1.732  0.195
H 0.401 0.568 3.553  0.280
H 0.969 1.876 2.322  0.260
H -0.161 0.816 0.571  0.214
H 1.220 -0.466 0.603  0.150
H -1.857 -2.929 0.595  0.212
H -0.052 -3.226 1.071  0.166
H -0.486 -0.942 -1.268  0.230
H -1.072 -2.654 -1.793  0.201
H 1.817 -1.559 -1.246  0.222
H 1.602 -3.203 -0.349  0.225
H 5.603 -0.586 1.865  0.200
H 4.408 -1.839 0.926  0.185
H 5.753 0.744 -0.586  0.223
H 6.551 -1.025 -0.520  0.212
H 4.793 -0.739 -1.246  0.211
Br 0.732 3.430 -0.250  -0.005
C -0.862 4.070 -1.172  -0.452
C -2.115 3.464 -0.583  -0.461
Br -2.353 1.621 -1.176  0.000
H -0.729 3.846 -2.234  0.232
H -0.856 5.155 -1.031  0.227
H -3.003 3.994 -0.938  0.227
H -2.118 3.451 0.510  0.245
Br -1.612 5.481 2.394  -0.029
C -0.432 5.961 3.871  -0.439
C 0.786 5.067 3.910  -0.460
Br 0.354 3.316 4.652  0.015
H -1.031 5.919 4.785  0.231
H -0.143 6.998 3.679  0.221
H 1.546 5.480 4.579  0.229
H 1.230 4.896 2.925  0.242
Br -6.238 2.723 -5.514  -0.026
C -4.365 2.181 -5.454  -0.447
C -3.698 2.659 -4.185  -0.450
Br -3.280 4.562 -4.282  -0.037
H -3.893 2.562 -6.363  0.229
H -4.384 1.088 -5.491  0.235
H -2.734 2.163 -4.045  0.245
H -4.311 2.512 -3.291  0.245
Br -5.004 -4.943 -2.431  -0.007
C -4.005 -5.006 -4.105  -0.451
C -2.721 -4.216 -4.006  -0.448
Br -3.060 -2.299 -4.129  -0.020
H -4.676 -4.647 -4.891  0.228
H -3.794 -6.066 -4.271  0.225
H -2.063 -4.442 -4.849  0.229
H -2.179 -4.385 -3.071  0.245

Output
DFT total energy	-24608.5289	a.u.
gap between HOMO and LUMO	4.535	eV
F_max	0.1864	Eh/bohr
charge	-1

DFT (wB97M-V/def2-TZVPD) results for C19H36CuF6GeNO7S2Si as an isolated structure at a distorted geometry.

Each line ends with the Mulliken spin population.
Cartesian coordinates (Å):
Cu 0.177 -0.214 0.599  0.913
C -3.268 -1.047 -2.898  0.000
C -1.743 -0.973 -3.006  -0.005
C -1.145 -2.345 -2.711  0.004
C -1.349 -0.531 -4.420  -0.001
O -1.300 -0.037 -2.050  0.005
Ge 0.002 1.208 -1.930  -0.007
O 1.361 0.117 -0.987  0.017
C 2.733 0.429 -0.819  -0.013
C 3.546 -0.627 -1.574  0.002
C 3.066 1.822 -1.369  0.006
C 3.092 0.390 0.669  -0.008
O -0.471 1.596 -0.004  0.020
C -1.422 2.522 0.502  -0.004
C -2.534 1.798 1.268  0.000
C -2.046 3.279 -0.673  0.004
C -0.693 3.491 1.435  0.000
H -3.664 -1.831 -3.546  0.000
H -3.713 -0.091 -3.180  0.000
H -3.539 -1.267 -1.864  0.000
H -1.434 -3.061 -3.484  0.000
H -1.485 -2.691 -1.738  -0.003
H -0.057 -2.274 -2.664  0.001
H -1.746 -1.223 -5.164  0.000
H -0.259 -0.506 -4.501  0.000
H -1.736 0.470 -4.618  0.000
H 3.333 -0.557 -2.643  0.000
H 3.258 -1.620 -1.226  0.001
H 4.616 -0.483 -1.414  0.000
H 2.859 1.864 -2.439  0.000
H 4.120 2.053 -1.207  0.000
H 2.457 2.577 -0.867  0.000
H 2.924 -0.611 1.075  0.002
H 2.471 1.098 1.224  0.001
H 4.140 0.658 0.810  -0.001
H -2.874 0.941 0.682  0.002
H -3.378 2.463 1.457  0.000
H -2.157 1.440 2.220  0.000
H -2.542 2.566 -1.336  0.000
H -1.269 3.794 -1.243  0.000
H -2.772 4.012 -0.319  0.001
H -0.226 2.930 2.246  0.000
H -1.390 4.213 1.866  0.000
H 0.079 4.031 0.883  0.000
F -1.895 -2.095 4.822  0.000
C -1.858 -1.048 4.011  -0.002
F -2.288 -1.440 2.804  -0.001
F -2.694 -0.110 4.466  0.000
S -0.119 -0.350 3.851  0.002
O -0.088 0.076 2.468  -0.013
O 0.750 -1.410 4.245  0.000
N -0.082 0.958 4.720  0.003
S 0.161 0.822 6.292  0.001
O 0.016 2.103 6.907  0.001
O -0.528 -0.293 6.873  0.000
C 2.007 0.462 6.496  0.000
F 2.238 -0.774 6.923  0.000
F 2.500 1.304 7.421  0.000
F 2.687 0.679 5.367  0.000
C -1.221 -5.802 -0.417  -0.002
Si 0.334 -5.221 0.496  0.001
C 0.324 -6.024 2.204  -0.001
C 1.866 -5.822 -0.438  -0.001
C 0.338 -3.394 0.575  -0.018
C 0.297 -2.176 0.589  0.095
H -1.352 -6.884 -0.341  0.000
H -1.178 -5.538 -1.475  0.000
H -2.107 -5.325 0.006  0.000
H 0.360 -7.113 2.124  0.000
H -0.580 -5.755 2.755  0.000
H 1.180 -5.698 2.799  0.000
H 1.910 -6.913 -0.496  0.000
H 2.774 -5.477 0.061  0.000
H 1.878 -5.429 -1.456  0.000

Output
DFT total energy	-6729.5837	a.u.
energy relative to the best compared isomer or geometry (same formula, charge and spin)	49.6	kJ/mol
gap between HOMO and LUMO (alpha / beta)	8.447 / 7.790	eV
F_max	0.0233	Eh/bohr
charge	-1
spin multiplicity	2

DFT (wB97M-V/def2-TZVPD) results for C19H36FeS3Si2Te as an isolated structure.

Each line ends with the Mulliken spin population.
Cartesian coordinates (Å):
Fe 0.460 0.028 0.544  3.635
C 2.581 -2.475 1.301  0.004
C 1.338 -3.189 1.817  0.005
S -0.224 -2.492 1.204  0.038
C -1.195 -2.397 2.728  0.004
C -0.617 -1.495 3.819  0.003
S -0.219 0.162 3.187  0.029
C 1.443 0.406 3.855  -0.004
C 2.512 -0.587 3.411  0.007
S 2.711 -0.691 1.607  0.047
H 2.635 -2.543 0.215  -0.005
H 3.465 -2.972 1.703  0.001
H 1.312 -3.187 2.906  -0.001
H 1.394 -4.233 1.508  0.002
H -1.364 -3.400 3.122  0.001
H -2.162 -2.016 2.393  -0.002
H 0.277 -1.937 4.258  0.000
H -1.348 -1.402 4.623  0.001
H 1.385 0.409 4.944  -0.002
H 1.692 1.417 3.528  0.004
H 2.306 -1.586 3.796  0.001
H 3.466 -0.279 3.839  0.001
Te 0.815 2.705 0.872  0.072
C -1.247 3.219 0.759  -0.001
C -1.797 3.657 -0.443  0.002
C -3.155 3.924 -0.554  -0.001
C -3.992 3.768 0.543  0.004
C -3.449 3.363 1.756  -0.002
C -2.089 3.098 1.864  0.000
H -1.156 3.798 -1.305  -0.003
H -3.559 4.259 -1.502  0.000
H -5.051 3.974 0.457  0.000
H -4.086 3.256 2.626  0.000
H -1.685 2.788 2.818  0.000
C -1.939 -1.991 -2.592  0.008
Si -1.168 -0.450 -1.829  0.003
C -2.243 -0.108 -0.285  0.043
C -1.429 0.986 -3.010  0.004
C 0.614 -0.709 -1.384  0.105
Si 1.925 -0.171 -2.576  0.013
C 1.945 1.657 -3.004  0.002
C 1.749 -1.127 -4.196  0.008
C 3.638 -0.583 -1.892  -0.001
H -3.008 -1.866 -2.785  0.001
H -1.817 -2.848 -1.921  -0.001
H -1.448 -2.239 -3.537  0.000
H -2.542 -1.048 0.187  -0.003
H -3.154 0.404 -0.612  0.006
H -1.833 0.557 0.490  -0.010
H -2.495 1.203 -3.120  0.000
H -1.028 0.754 -4.000  0.000
H -0.932 1.891 -2.659  0.000
H 0.742 -1.800 -1.297  -0.023
H 1.154 1.930 -3.705  0.000
H 2.901 1.895 -3.480  0.000
H 1.843 2.286 -2.117  0.000
H 0.789 -0.910 -4.674  0.000
H 1.791 -2.207 -4.021  0.001
H 2.539 -0.874 -4.908  0.000
H 3.876 0.042 -1.026  0.002
H 4.400 -0.396 -2.653  -0.001
H 3.732 -1.630 -1.593  0.001

Output
DFT total energy	-4050.9045	a.u.
energy relative to the best compared isomer or geometry (same formula, charge and spin)	0.0	kJ/mol
gap between HOMO and LUMO (alpha / beta)	6.625 / 6.986	eV
F_max	0.0082	Eh/bohr
spin multiplicity	5

Look up the DFT total energy of the fourth one.
-4050.9045 a.u.

What is the formula in the first record?
C19H36BBiFN16OSbSe4Si

Which formula does entry 3 have?
C19H36CuF6GeNO7S2Si